# 1
A single C7H10 molecule. Source: the Open Molecules 2025 dataset; level of theory: wB97M-V/def2-TZVPD.

* energy above the lowest of the compared OMol25 structures with the same formula, charge and spin: 2.335 eV
* lowest unoccupied orbital energy: 1.09 eV
* orbital gap: 10.43 eV
* SMILES string: C[C@]12C[C@@H]3[C@H](C1)[C@@H]32
* HOMO: -9.34 eV
* molecular weight: 94.2 u

```
17
Properties=species:S:1:pos:R:3:lowdin_charge:R:1
C -0.659 1.497 0.222 -0.178
C 0.368 -0.317 -0.005 -0.412
C 1.628 -1.142 -0.108 -0.034
C -1.049 -0.939 -0.062 -0.092
C -0.180 0.790 -1.007 -0.107
C -1.539 0.444 -0.458 -0.175
C 0.296 0.739 1.125 -0.090
H -1.496 -1.446 0.806 0.110
H -1.081 -1.596 -0.940 0.117
H 1.756 -1.747 0.800 0.084
H -0.948 2.544 0.257 0.130
H 2.508 -0.492 -0.188 0.078
H -2.527 0.694 -0.835 0.129
H 1.262 1.244 1.250 0.116
H 1.631 -1.820 -0.969 0.076
H -0.065 0.393 2.102 0.113
H 0.096 1.156 -1.989 0.133
```


# 2
A single C7H10 molecule. Source: the Open Molecules 2025 dataset; level of theory: wB97M-V/def2-TZVPD.

* energy above the lowest of the compared OMol25 structures with the same formula, charge and spin: 2.354 eV
* lowest unoccupied orbital energy: 1.05 eV
* orbital gap: 9.98 eV
* SMILES string: C=C(C)[C@H]1CC1=C
* HOMO: -8.93 eV
* molecular weight: 94.2 u

```
17
Properties=species:S:1:pos:R:3:lowdin_charge:R:1
C -1.168 1.240 -0.067 -0.053
C 1.324 -0.254 0.750 -0.280
C 0.469 -0.738 -0.334 -0.223
C -0.889 -0.165 -0.540 -0.332
C 1.277 -0.174 2.064 0.058
C -1.804 -0.909 -1.159 0.038
C 1.736 0.080 -0.619 -0.034
H 2.552 -0.448 -1.109 0.104
H 0.551 -1.800 -0.564 0.142
H -1.569 -1.925 -1.468 0.059
H -2.235 1.466 -0.139 0.077
H -0.855 1.394 0.973 0.076
H -2.790 -0.526 -1.398 0.058
H 0.417 -0.636 2.544 0.070
H -0.624 1.975 -0.673 0.081
H 1.603 1.105 -0.962 0.104
H 2.005 0.316 2.702 0.056
```


# 3
A single C7H10 molecule. Source: the Open Molecules 2025 dataset; level of theory: wB97M-V/def2-TZVPD.

* energy above the lowest of the compared OMol25 structures with the same formula, charge and spin: 2.392 eV
* lowest unoccupied orbital energy: 1.15 eV
* orbital gap: 10.46 eV
* SMILES string: C#CC1(CC)CC1
* HOMO: -9.31 eV
* molecular weight: 94.2 u

```
17
Properties=species:S:1:pos:R:3:lowdin_charge:R:1
C -0.790 -1.622 -1.050 -0.102
C 1.860 -1.165 1.527 0.129
C 0.683 1.537 -0.483 -0.081
C -1.132 -0.341 -0.296 -0.204
C -0.099 1.787 0.769 -0.085
C 0.086 0.371 0.280 -0.467
C 1.039 -0.468 0.985 -0.091
H 0.233 1.788 -1.441 0.105
H 0.433 2.089 1.665 0.108
H -1.676 -2.037 -1.540 0.070
H 2.608 -1.780 1.975 0.024
H -0.393 -2.377 -0.364 0.069
H 1.761 1.654 -0.441 0.107
H -1.833 -0.568 0.518 0.118
H -1.648 0.362 -0.962 0.114
H -0.032 -1.441 -1.818 0.080
H -1.097 2.209 0.676 0.106
```


# 4
A single C7H10 molecule. Source: the Open Molecules 2025 dataset; level of theory: wB97M-V/def2-TZVPD.

* energy above the lowest of the compared OMol25 structures with the same formula, charge and spin: 5.410 eV
* lowest unoccupied orbital energy: 0.24 eV
* orbital gap: 8.41 eV
* HOMO: -8.17 eV
* molecular weight: 94.2 u

```
17
Properties=species:S:1:pos:R:3:lowdin_charge:R:1
C 1.564 -0.638 0.034 -0.328
C 2.744 0.303 -0.161 -0.122
C -2.538 2.123 0.464 0.108
C -2.345 0.935 0.502 -0.176
C -0.825 -0.679 -0.520 -0.261
C 0.291 0.085 0.074 0.040
C -2.063 -0.496 0.374 -0.226
H -0.625 -1.738 -0.772 0.109
H 3.697 -0.224 -0.079 0.067
H -2.715 3.173 0.435 0.022
H 2.676 0.748 -1.159 0.073
H 2.697 1.117 0.567 0.074
H 1.561 -1.038 1.072 0.145
H -1.844 -0.955 1.346 0.115
H -1.000 -0.148 -1.475 0.143
H 1.597 -1.517 -0.634 0.104
H -2.939 -1.010 -0.033 0.113
```


# 5
A single C7H10 molecule. Source: the Open Molecules 2025 dataset; level of theory: wB97M-V/def2-TZVPD.

* energy above the lowest of the compared OMol25 structures with the same formula, charge and spin: 4.340 eV
* lowest unoccupied orbital energy: 0.99 eV
* orbital gap: 8.70 eV
* HOMO: -7.70 eV
* molecular weight: 94.2 u

```
17
Properties=species:S:1:pos:R:3:lowdin_charge:R:1
C -1.019 0.939 1.170 -0.164
C 0.287 -1.325 -0.361 -0.211
C -0.735 -0.996 -1.453 -0.105
C -0.395 1.933 0.207 0.010
C 1.029 -0.127 0.235 -0.228
C 0.461 0.771 1.296 -0.159
C 0.786 1.276 -0.236 -0.164
H -1.152 -1.920 -1.866 0.074
H -1.568 1.440 1.967 0.097
H 1.063 1.154 2.114 0.142
H -1.568 -0.388 -1.089 0.062
H -0.175 -1.924 0.436 0.113
H 2.091 -0.322 0.396 0.138
H -1.520 0.020 0.861 0.090
H 1.622 1.873 -0.599 0.117
H 1.055 -1.966 -0.811 0.106
H -0.263 -0.436 -2.267 0.082
```


# 6
A single C7H10 molecule. Source: the Open Molecules 2025 dataset; level of theory: wB97M-V/def2-TZVPD.

* energy above the lowest of the compared OMol25 structures with the same formula, charge and spin: 5.453 eV
* lowest unoccupied orbital energy (alpha / beta): -0.67 / -0.66 eV
* orbital gap (alpha / beta): 7.13 / 7.37 eV
* HOMO (alpha / beta): -7.80 / -8.03 eV
* molecular weight: 94.2 u

```
17
Properties=species:S:1:pos:R:3:lowdin_charge:R:1
C -1.698 -0.876 0.173 -0.052
C -0.354 2.009 -0.345 -0.050
C 1.719 -0.661 0.762 -0.214
C 1.788 -1.837 1.522 0.088
C 0.771 -0.310 -0.113 -0.162
C 0.168 0.720 -0.948 -0.219
C -0.495 -0.657 -0.709 -0.231
H -1.724 -0.177 1.014 0.078
H -0.759 1.859 0.661 0.076
H -1.670 -1.887 0.591 0.082
H 0.586 0.830 -1.946 0.140
H -1.149 2.422 -0.975 0.081
H 2.625 -0.091 0.657 0.087
H 2.809 -2.029 1.908 -0.009
H 0.446 2.753 -0.274 0.079
H -2.623 -0.755 -0.398 0.078
H -0.438 -1.314 -1.578 0.148
```


> energy above the lowest of the compared OMol25 structures with the same formula, charge and spin of number 5 (C7H10)?

4.340 eV